No. 1
DFT (wB97M-V/def2-TZVPD) results for a cluster of 4 separate species, C27H57F4NO16P4 in total in a non-equilibrium geometry.

The calculation puts the electronic energy at -111198.2100 eV. As for the structure (SMILES): C=CC[C@@H]1OC(=O)C[C@]1(C(F)(F)C(F)F)P(=N)(O)O.CCOP(=O)(OCC)OCC.CCOP(=O)(OCC)OCC.CCOP(=O)(OCC)OCC. The value obtained for the max |F| is 8.24 eV/A. As for the total charge: 0. The calculation puts the orbital gap at 7.0 eV.

```
109
Properties=species:S:1:pos:R:3:mulliken_charge:R:1
C 2.41862 5.41277 -1.03790 -0.723
C 1.65093 4.42112 -0.50421 -0.412
C 1.54126 4.11812 0.96646 -0.795
C 2.76585 3.34421 1.54254 -0.233
O 3.97688 3.69713 0.85687 -0.395
C 4.42221 2.73738 0.01209 0.140
O 5.44608 2.73518 -0.61088 -0.619
C 3.32420 1.65891 0.07146 -0.940
C 2.76312 1.79462 1.49087 0.673
C 3.66288 1.17395 2.59170 0.715
F 2.93352 0.43057 3.46701 -0.343
F 4.26248 2.12019 3.35044 -0.353
C 4.81300 0.24527 2.08424 0.243
F 5.91586 0.96462 1.86075 -0.242
F 5.11018 -0.59479 3.11309 -0.314
P 1.11476 0.91635 1.54719 1.204
N 0.19832 1.29576 0.35464 -0.566
O 0.34361 1.31457 2.89423 -0.418
O 1.29806 -0.67981 1.48541 -0.530
H 3.31269 5.16880 -1.61556 0.210
H 2.19069 6.47505 -0.96279 0.267
H 1.08966 3.76113 -1.17870 0.453
H 0.60418 3.62004 1.21908 0.412
H 1.50665 5.07223 1.50902 0.570
H 2.93020 3.81875 2.50587 0.631
H 2.65062 2.01209 -0.71747 -0.095
H 3.58662 0.66613 -0.28774 0.732
H 4.53067 -0.39936 1.25450 0.276
H 0.69116 1.94012 -0.25018 -0.273
H 0.96204 1.63775 3.56174 0.380
H 1.42910 -0.85489 0.54274 0.287
O 1.72392 -2.53356 -2.60714 -0.657
P 1.41079 -3.63717 -3.60263 1.297
O 1.27392 -4.87899 -2.52780 -0.351
C 0.14000 -4.91949 -1.65997 -0.215
C -1.10786 -5.39376 -2.38394 -0.972
O 2.96785 -3.87285 -4.08888 -0.468
C 3.86215 -2.76816 -4.24819 -0.043
C 4.87668 -2.75676 -3.12446 -1.185
O 0.83068 -4.52217 -4.84747 -0.461
C 1.57249 -5.50851 -5.58021 -0.186
C 1.93678 -6.73455 -4.77631 -0.910
H -0.02603 -3.93761 -1.20775 0.189
H 0.38500 -5.61289 -0.85524 0.301
H -1.40841 -4.67941 -3.15495 0.256
H -1.93657 -5.51102 -1.68488 0.426
H -0.92669 -6.34678 -2.88068 0.192
H 3.32003 -1.82346 -4.29708 0.058
H 4.37323 -2.90087 -5.20484 0.346
H 4.38266 -2.73128 -2.15265 0.206
H 5.53873 -1.89266 -3.20354 0.408
H 5.48062 -3.66478 -3.14897 0.354
H 2.44605 -5.06519 -6.05289 0.225
H 0.91120 -5.80945 -6.39550 0.360
H 2.69504 -6.51269 -4.02730 0.261
H 2.33595 -7.50257 -5.44101 0.408
H 1.06617 -7.13576 -4.25874 0.167
O -0.94093 3.02163 -3.34838 -0.717
P -1.47371 2.37811 -4.58383 0.961
O -2.85665 1.65900 -4.08824 -0.277
C -3.94284 2.47949 -3.65504 -0.343
C -4.67637 3.10791 -4.82711 -0.963
O -0.46893 1.07910 -4.65993 -0.220
C 0.86970 1.17052 -4.17027 -0.856
C 0.99155 0.40706 -2.86906 -0.047
O -1.79808 2.30843 -6.17853 -0.363
C -1.65659 1.14134 -6.99726 -0.149
C -2.62818 0.03217 -6.66662 -0.928
H -3.58419 3.24843 -2.96567 0.271
H -4.62196 1.83336 -3.09903 0.321
H -4.03104 3.80905 -5.36234 0.271
H -5.55828 3.64929 -4.48277 0.414
H -4.98624 2.34546 -5.54176 0.190
H 1.17593 2.20976 -4.04867 0.428
H 1.52469 0.72591 -4.92601 0.341
H 0.27143 0.76370 -2.13301 0.286
H 1.99764 0.50698 -2.45198 0.088
H 0.79269 -0.65211 -3.00856 -0.078
H -0.62791 0.78733 -6.99439 0.202
H -1.85235 1.48482 -8.01529 0.351
H -2.39494 -0.43272 -5.70972 0.252
H -2.57944 -0.74024 -7.43617 0.402
H -3.64880 0.40988 -6.61236 0.180
O -2.94164 -1.61006 8.26651 -0.800
P -3.33112 -0.59020 7.25260 1.105
O -1.98037 0.31450 7.06427 -0.267
C -0.82206 -0.29012 6.48620 -0.486
C -0.95356 -0.42906 4.97928 -0.641
O -4.22839 0.40461 8.20754 -0.364
C -4.96726 -0.11150 9.31675 -0.352
C -4.29556 0.28235 10.61492 -1.141
O -4.07704 -0.08022 5.89935 -0.350
C -4.75782 1.17196 5.75272 -0.185
C -3.84998 2.37867 5.80315 -0.813
H -0.63040 -1.26136 6.95035 0.320
H 0.02263 0.35761 6.72499 0.285
H -1.75622 -1.12501 4.72114 0.319
H -0.02578 -0.80021 4.54359 0.371
H -1.19928 0.52610 4.52436 0.049
H -5.08244 -1.19238 9.24696 0.373
H -5.96741 0.32719 9.27080 0.321
H -3.25963 -0.05573 10.63683 0.283
H -4.82022 -0.14324 11.47185 0.388
H -4.27727 1.36845 10.71838 0.293
H -5.57587 1.25531 6.46493 0.241
H -5.22303 1.12674 4.76581 0.344
H -3.45797 2.54353 6.80569 0.271
H -4.40725 3.26993 5.50970 0.412
H -3.00174 2.25697 5.12980 0.062
```



No. 2
DFT (wB97M-V/def2-TZVPD) results for a cluster of 3 separate species, C27H57IN3O3P in total in a non-equilibrium geometry.

The calculation puts the electronic energy at -56916.3219 eV. The value obtained for the max |F| is 2.90 eV/A. As for the total charge: 0. As for the spin multiplicity: 3. The calculation puts the orbital gap (alpha / beta) at 8.7 / 8.5 eV.

```
92
Properties=species:S:1:pos:R:3:mulliken_charge:R:1
C 5.81920 -0.05918 -0.65427 -1.405
C 4.72693 0.05877 -1.71503 -0.519
C 3.31567 -0.32299 -1.28415 -0.853
I 2.81108 0.70319 0.52704 -0.006
P 2.06428 0.16785 -2.73151 0.828
C 0.85892 -1.16454 -2.32266 -1.083
C -0.60889 -0.73672 -2.21862 -0.196
C -0.91914 0.06604 -0.95108 -0.061
N -1.66154 1.31206 -1.23449 -0.564
C 1.13570 0.81528 -4.29365 -1.335
C 0.25400 2.01156 -4.01958 0.400
C 1.06391 3.35090 -3.58242 -0.926
O 0.20585 3.02302 -4.88453 -0.511
H 6.77661 -0.23901 -1.13186 0.394
H 5.87992 0.83262 -0.04098 0.343
H 5.61386 -0.88866 0.01714 0.345
H 4.98370 -0.63702 -2.51382 0.401
H 4.73088 1.06452 -2.13951 0.325
H 3.33510 -1.39685 -1.11253 0.591
H 3.14422 -0.16594 -3.58551 -0.077
H 2.00753 1.45258 -2.13957 -0.075
H 1.12477 -1.59123 -1.36005 0.473
H 0.94243 -1.97932 -3.03775 0.476
H -0.97555 -0.24071 -3.10800 0.251
H -1.17346 -1.66555 -2.14917 0.043
H -1.51548 -0.54712 -0.28332 0.382
H 0.00037 0.29769 -0.41695 -0.205
H -2.43514 1.42563 -0.59493 0.255
H -1.05899 2.10595 -1.05979 0.159
H 1.87826 1.22893 -4.97129 0.520
H 0.50441 0.05851 -4.76122 0.524
H -0.67358 1.85377 -3.47751 0.553
H 0.31080 3.47445 -2.75046 0.159
H 1.08619 4.42167 -3.75977 0.416
C 2.94173 4.39911 3.15702 -1.843
C 3.56473 3.52341 4.26801 1.859
C 2.56795 2.45437 4.72014 -1.047
C 1.43194 2.99478 5.58818 -0.514
C 1.98309 3.80732 6.75932 -1.281
C 2.93523 4.91940 6.32123 1.626
N 3.99817 4.36326 5.42872 0.466
O 4.90560 3.76949 6.11496 -0.610
C 2.14946 6.04050 5.62282 -1.723
C 3.58758 5.55733 7.53993 -1.832
C 4.78195 2.84725 3.65419 -1.663
H 3.34956 5.40920 3.17525 0.343
H 3.16623 3.97763 2.17771 0.483
H 1.85671 4.46642 3.22458 0.283
H 3.10374 1.68577 5.28564 0.422
H 2.16171 1.96080 3.83344 0.121
H 0.74606 3.60172 4.99104 0.267
H 0.84327 2.15983 5.97224 0.408
H 1.16328 4.25106 7.32820 0.402
H 2.50902 3.13326 7.44246 0.375
H 2.82795 6.78810 5.21049 0.372
H 1.50830 6.53600 6.35172 0.441
H 1.50068 5.69230 4.82434 0.306
H 4.09234 4.82424 8.16449 0.376
H 2.81750 6.03949 8.14193 0.420
H 4.31492 6.31335 7.24219 0.442
H 5.53587 3.57756 3.35699 0.451
H 4.45448 2.30525 2.76863 0.256
H 5.24646 2.13510 4.33208 0.365
C -3.68338 -6.17138 -3.85261 -1.820
C -3.80390 -5.54237 -2.44624 1.876
C -4.94873 -6.19539 -1.66951 -1.286
C -6.33854 -5.76464 -2.13602 -0.490
C -6.45207 -4.24150 -2.16563 -1.259
C -5.35073 -3.57430 -2.98797 1.618
N -4.00787 -4.06208 -2.54259 0.577
O -3.64808 -3.47605 -1.45901 -0.616
C -5.57440 -3.84273 -4.48451 -1.713
C -5.41457 -2.06266 -2.81612 -1.868
C -2.48778 -5.81744 -1.73081 -1.969
H -3.29088 -5.45485 -4.57328 0.329
H -2.99500 -7.01468 -3.82836 0.482
H -4.62970 -6.55405 -4.23128 0.327
H -4.84503 -5.94728 -0.60864 0.411
H -4.84577 -7.28006 -1.74681 0.331
H -6.56207 -6.18422 -3.12041 0.298
H -7.08883 -6.17035 -1.45540 0.389
H -7.42101 -3.94425 -2.57165 0.392
H -6.41334 -3.86272 -1.13961 0.370
H -4.73891 -3.46371 -5.07414 0.368
H -6.47570 -3.32399 -4.80993 0.450
H -5.71513 -4.89179 -4.72816 0.298
H -5.36591 -1.76709 -1.77074 0.352
H -6.35726 -1.69947 -3.22452 0.434
H -4.59832 -1.57338 -3.34919 0.431
H -1.65494 -5.32665 -2.23681 0.447
H -2.30664 -6.89178 -1.73159 0.498
H -2.50621 -5.48338 -0.69626 0.349
```



No. 3
DFT (wB97M-V/def2-TZVPD) results for a structure of composition C27H57N5O11V in a non-equilibrium geometry.

The calculation puts the electronic energy at -84564.2419 eV. The value obtained for the max |F| is 5.92 eV/A. The relative energy (zero: lowest compared OMol25 entry of this formula, charge and spin) comes out at 164.5 kcal per mole. As for the total charge: -1. The calculation puts the orbital gap at 2.3 eV.

```
101
Properties=species:S:1:pos:R:3:mulliken_charge:R:1
O 0.39089 -1.84192 6.25656 -0.647
V -0.43158 -3.11716 5.68399 1.758
O -0.94552 -3.01455 4.23494 -0.580
N -3.40159 -6.76689 8.88793 1.043
O -4.20973 -7.65517 8.66808 -0.597
O -3.54526 -6.08006 9.84251 -0.593
O -2.40334 -6.63086 8.12228 -0.654
N -6.54360 -2.21190 7.00209 1.062
O -5.31698 -2.21622 6.87658 -0.610
O -7.17121 -3.28831 7.11209 -0.588
O -7.18134 -1.21867 7.00889 -0.594
C 6.05969 -5.24097 2.27269 -1.617
C 4.69743 -4.56071 1.85106 1.551
C 4.80701 -4.10167 0.33456 -1.261
C 4.83863 -5.24027 -0.63395 -0.783
C 3.54704 -6.01887 -0.34578 -1.247
C 3.28369 -6.57196 1.14327 1.582
N 3.48243 -5.44262 2.07860 -0.002
O 3.31837 -5.75553 3.36596 -0.401
C 1.84614 -6.97356 1.02059 -1.884
C 4.16819 -7.79741 1.55113 -1.676
C 4.51213 -3.19725 2.53366 -1.875
H 6.64975 -4.55404 2.87938 0.447
H 6.57339 -5.76025 1.46364 0.308
H 5.89076 -5.96100 3.07338 0.350
H 3.98982 -3.47533 -0.02321 0.384
H 5.75183 -3.57921 0.18477 0.375
H 5.77182 -5.79336 -0.52742 0.360
H 5.15328 -4.84322 -1.59907 0.407
H 3.57650 -6.77738 -1.12801 0.489
H 2.73287 -5.32281 -0.54759 0.440
H 1.03193 -6.35121 0.64930 0.376
H 1.78107 -7.79774 0.31024 0.377
H 1.46938 -7.33094 1.97894 0.412
H 4.03425 -8.38286 0.64151 0.476
H 5.22642 -7.55433 1.45546 0.346
H 3.91232 -8.31245 2.47708 0.406
H 4.46706 -3.46443 3.58944 0.461
H 3.63232 -2.81019 2.01964 0.441
H 5.36158 -2.51490 2.50325 0.362
H 4.05631 -6.36179 3.46341 0.396
C 0.93761 5.81608 2.92950 -1.828
C 0.91531 6.53168 1.56179 1.410
C -0.62007 6.22318 1.03813 -1.143
C -0.94281 7.08283 -0.15180 -0.803
C -0.71878 8.56122 0.20014 -1.413
C 0.64900 8.96731 0.69012 1.775
N 1.15414 7.98454 1.75324 0.290
O 2.29090 8.24518 2.37659 -0.472
C 1.56449 8.92393 -0.55387 -1.754
C 0.45271 10.40577 1.20170 -1.774
C 1.83026 5.82254 0.57300 -1.672
H 0.62887 4.77334 2.85555 0.409
H 0.17590 6.28381 3.55330 0.465
H 1.83211 5.75180 3.54904 0.344
H -0.86218 5.16595 0.92970 0.476
H -1.35901 6.67725 1.69834 0.356
H -1.96297 6.82939 -0.44015 0.409
H -0.38616 6.72852 -1.01938 0.346
H -1.54042 8.66340 0.90907 0.383
H -0.98490 9.21588 -0.62974 0.560
H 1.59080 7.99733 -1.12730 0.274
H 1.44636 9.70500 -1.30492 0.438
H 2.60863 9.17875 -0.37240 0.430
H 0.29300 10.66465 2.24840 0.385
H 1.26185 11.09658 0.96468 0.385
H -0.42314 10.83526 0.71537 0.385
H 1.57173 6.06062 -0.45878 0.218
H 2.00663 4.74747 0.60783 0.374
H 2.82094 6.25348 0.71771 0.390
H 1.98134 8.66015 3.18503 0.357
C -0.89154 -0.89805 -5.88175 -1.747
C -2.23644 -0.32929 -5.47577 1.335
C -3.07707 -0.55112 -6.72467 -1.077
C -4.60654 -0.35095 -6.50558 -0.898
C -5.19073 -1.14907 -5.35261 -1.027
C -4.30681 -1.06178 -4.02018 1.329
N -2.83509 -1.01091 -4.29749 0.291
O -2.03011 -0.90567 -3.11219 -0.499
C -4.68788 0.12097 -3.16116 -1.813
C -4.66047 -2.24453 -3.09596 -1.750
C -2.06229 1.21277 -5.24139 -1.641
H -0.53503 -0.28645 -6.71058 0.404
H -1.04401 -1.89453 -6.29633 0.388
H -0.29740 -0.91437 -4.96806 0.429
H -2.90107 0.10747 -7.57519 0.341
H -2.98647 -1.59078 -7.03929 0.406
H -5.10950 -0.71814 -7.40018 0.400
H -5.03818 0.64992 -6.51304 0.399
H -5.35620 -2.15566 -5.73665 0.442
H -6.16700 -0.69083 -5.19449 0.313
H -5.68429 -0.10531 -2.78160 0.464
H -4.04687 0.12882 -2.27960 0.387
H -4.73863 0.90095 -3.92086 0.429
H -4.08692 -3.16591 -3.19694 0.368
H -4.57293 -1.80841 -2.10085 0.445
H -5.72817 -2.39724 -3.25346 0.440
H -1.32728 1.70872 -5.87534 0.383
H -1.80120 1.49621 -4.22178 0.352
H -3.02410 1.72465 -5.27291 0.351
H -2.04628 -1.78429 -2.72570 0.354
```